A cluster of 2 separate species, C3H10N2O in total at a distorted geometry, computed with the ωB97M-V functional and the def2-TZVPD basis.

SMILES string = [H]/N=C\N.CCO
Kohn-Sham gap = 9.30 eV
Energy above the lowest of the compared OMol25 structures with the same formula, charge and spin = 43.9 kcal/mol
Total energy = -8299.599 eV
LUMO level = 0.73 eV
HOMO = -8.6 eV

Positions of all 16 atoms, in Å:
C  1.9564  -0.5279  -0.3978
O  0.8928  -1.3499  -0.0231
C  2.0004  0.8337  0.3160
H  2.9084  -1.0473  -0.2627
H  1.9273  -0.4182  -1.4960
H  2.9563  1.0369  0.7891
H  1.8343  1.6488  -0.3905
H  1.1771  0.9028  1.0214
N  -3.0401  0.3677  -0.3926
C  -2.0026  -0.4937  -0.1257
N  -1.1991  -0.4106  0.8579
H  -2.9507  1.2565  0.0774
H  -3.1898  0.4911  -1.3832
H  -1.8703  -1.2637  -0.8785
H  0.1132  -0.9219  0.5146
H  -1.5138  -0.1045  1.7737

natural (NBO) atomic charge list, values in e, 2 entries: -0.05 -0.80